{"formula": "C48H36CrF5N2O5P2S2Se2", "method": "wB97M-V/def2-TZVPD", "spin_multiplicity": 5, "gap_ev": [6.23, 6.16], "e_lumo_ev": [1.816, 1.727], "homo_ev": [-4.41, -4.44], "charge": -1, "s2": 6.016, "species": ["C", "C", "C", "Cr", "C", "C", "H", "H", "H", "C", "F", "O", "H", "C", "S", "O", "H", "C", "H", "H", "Se", "H", "H", "C", "C", "C", "C", "H", "C", "O", "H", "F", "C", "F", "C", "H", "C", "H", "N", "C", "C", "H", "C", "C", "C", "H", "C", "C", "C", "H", "C", "P", "H", "H", "C", "S", "H", "C", "C", "C", "C", "C", "C", "H", "H", "C", "F", "H", "C", "C", "H", "C", "C", "H", "C", "H", "H", "C", "H", "O", "H", "C", "C", "P", "H", "C", "O", "H", "C", "H", "C", "H", "H", "H", "C", "F", "H", "N", "C", "C", "Se", "C", "H"], "positions_angstrom": [[-2.833, 4.129, -0.286], [3.596, 2.224, -4.206], [-3.108, 0.917, 4.182], [0.818, 0.302, -0.013], [-1.586, 3.493, -0.240], [-4.283, -3.074, -0.656], [5.221, 2.455, -1.252], [-3.428, 0.712, 5.198], [5.918, -3.730, -5.238], [-2.759, 2.205, 3.808], [-4.505, -2.812, -1.946], [2.535, -6.125, 2.448], [0.341, -2.509, 4.217], [-2.292, 1.448, 1.560], [-1.719, -2.095, -0.966], [1.580, 3.596, -1.696], [1.157, -3.910, 2.932], [1.241, -3.574, 1.908], [5.297, 5.122, -4.606], [-1.585, 1.487, -2.920], [4.018, 0.225, -0.098], [3.706, 3.645, -5.800], [-5.583, 0.345, -3.933], [1.058, -2.244, 1.565], [5.439, -2.957, -4.648], [5.336, -1.625, -2.648], [1.755, -5.945, 1.273], [-1.380, -1.030, 6.085], [0.142, -0.444, 4.748], [1.218, 2.341, 0.370], [0.235, -1.616, 6.523], [-6.190, -4.468, 2.100], [4.059, 3.380, -4.811], [-3.769, -4.037, 3.287], [-1.789, 6.283, -0.334], [3.329, -5.587, 2.364], [0.254, 0.856, 4.288], [0.791, -6.410, 1.482], [1.170, -1.824, 0.300], [-5.332, -3.615, 0.062], [-4.844, 0.614, -3.187], [6.046, 4.529, -2.323], [-3.021, -2.816, -0.096], [-3.946, -3.723, 1.990], [-0.440, 4.283, -0.253], [-2.069, 3.481, 2.237], [1.549, -4.496, 0.919], [-2.601, 1.254, -2.619], [-2.909, -3.185, 1.255], [6.833, -3.111, -3.022], [4.203, -0.977, -3.127], [3.416, 0.352, -2.140], [2.199, -6.471, 0.422], [-2.796, 3.012, 4.531], [4.032, 1.880, -2.930], [1.252, 3.671, -0.295], [-2.561, -0.646, 1.224], [0.559, 1.062, 2.957], [4.916, 2.712, -2.258], [-3.553, 0.944, -3.575], [-5.175, -3.941, 1.398], [-3.045, -0.111, 3.249], [0.732, -1.205, 2.555], [-3.731, 3.525, -0.281], [-0.431, 0.155, 7.861], [-0.551, 5.671, -0.292], [-6.517, -3.834, -0.528], [3.888, -2.593, -6.090], [-4.233, 0.927, -0.883], [5.372, 3.875, -2.862], [0.077, 1.697, 4.942], [3.685, -1.336, -4.369], [-2.936, 1.250, -1.266], [-1.854, 7.364, -0.367], [-0.320, -0.752, 6.141], [0.628, 2.053, 2.528], [-4.502, 0.909, 0.166], [-5.182, 0.605, -1.844], [-3.920, 5.970, -0.372], [-0.143, 0.380, 6.973], [-3.308, -1.126, 3.528], [-2.347, 2.471, 2.507], [1.442, -2.709, -0.652], [-1.586, 1.659, -0.115], [5.719, -1.357, -1.671], [4.303, -2.319, -5.128], [1.993, 4.627, 0.490], [2.867, 1.606, -4.716], [5.952, -2.610, -3.407], [1.494, -2.316, -1.657], [-2.638, 0.152, 1.950], [2.781, -0.865, -4.732], [-3.281, 0.939, -4.623], [-6.185, 0.329, -1.538], [0.413, -1.486, 3.874], [-1.740, -3.010, 1.903], [0.359, 6.258, -0.280], [0.761, 0.060, 2.104], [-2.941, 5.506, -0.336], [4.949, 4.208, -4.139], [1.272, 0.238, -2.551], [1.654, -4.047, -0.385], [1.892, -4.721, -1.198]], "forces_ev_per_angstrom": [[0.0, 0.1, 0.0], [0.0, 0.0, 0.0], [-0.1, 0.0, 0.0], [0.6, 0.0, 0.1], [-0.1, 0.0, -0.1], [0.1, -0.1, 0.1], [0.0, 0.0, 0.0], [0.0, 0.0, 0.0], [0.0, 0.0, 0.0], [0.0, 0.0, 0.0], [0.0, 0.1, -0.1], [0.0, 0.0, 0.0], [0.0, 0.0, 0.0], [0.0, 0.1, 0.1], [-0.1, 0.0, -0.1], [0.0, -0.1, 0.0], [0.0, 0.0, 0.0], [0.0, 0.1, 0.0], [0.0, 0.0, 0.0], [0.0, 0.0, 0.0], [-0.1, -0.1, 0.0], [0.0, 0.0, 0.0], [0.0, 0.0, 0.0], [0.1, -0.3, -0.2], [0.0, 0.0, 0.0], [0.0, 0.0, 0.0], [0.0, 0.0, 0.0], [0.0, 0.0, 0.0], [0.0, 0.0, 0.0], [-0.2, -0.1, 0.1], [0.0, 0.0, 0.0], [-0.1, 0.0, 0.1], [0.0, 0.0, 0.0], [0.0, 0.0, 0.1], [0.0, 0.0, 0.0], [0.0, 0.0, 0.0], [0.0, 0.1, 0.0], [0.0, 0.0, 0.0], [-0.1, 0.3, 0.0], [0.1, 0.0, 0.0], [0.0, 0.0, -0.1], [0.0, 0.0, 0.0], [0.1, 0.0, 0.1], [0.0, 0.0, 0.0], [0.0, -0.1, 0.1], [0.0, 0.0, 0.0], [0.0, 0.0, 0.0], [0.0, 0.0, 0.1], [-0.1, 0.0, -0.1], [0.0, 0.0, 0.0], [0.0, 0.0, 0.0], [0.0, 0.1, 0.0], [0.0, 0.0, 0.0], [0.0, 0.0, 0.0], [0.0, 0.0, 0.0], [0.0, 0.1, -0.1], [0.0, -0.1, 0.0], [0.0, 0.0, 0.0], [0.0, 0.0, 0.0], [0.0, 0.0, 0.0], [0.1, 0.0, 0.0], [0.0, -0.1, 0.0], [-0.1, 0.2, 0.3], [0.0, 0.0, 0.0], [0.0, 0.0, 0.0], [0.1, 0.1, 0.0], [-0.1, 0.0, 0.0], [0.0, 0.0, 0.0], [0.0, 0.0, 0.0], [0.0, 0.0, 0.0], [0.0, 0.0, 0.0], [0.0, -0.1, 0.0], [-0.1, 0.0, 0.0], [0.0, 0.0, 0.0], [0.0, -0.1, 0.0], [0.0, 0.0, 0.0], [0.0, 0.0, 0.0], [0.0, 0.0, 0.0], [0.0, 0.0, 0.0], [0.0, 0.0, 0.0], [0.0, 0.0, 0.0], [-0.1, -0.1, 0.0], [0.1, 0.0, 0.0], [0.1, -0.1, 0.0], [0.0, 0.0, 0.0], [0.0, 0.0, 0.0], [0.1, 0.0, 0.1], [0.0, 0.0, 0.0], [0.0, 0.0, 0.0], [0.0, 0.0, 0.0], [0.0, 0.0, 0.1], [0.0, 0.0, 0.0], [0.0, 0.0, 0.0], [0.0, 0.0, 0.0], [0.0, 0.0, -0.1], [0.0, 0.0, 0.1], [0.0, 0.0, 0.0], [0.0, -0.1, -0.2], [0.0, -0.1, 0.0], [0.0, 0.0, 0.0], [-0.1, -0.1, 0.0], [0.0, 0.0, 0.0], [0.0, 0.0, 0.0]]}